# 1
DFT (ωB97M-V with the def2-TZVPD basis set) results for C47H47F4LuN14O3S2Se as an isolated structure.

- Kohn-Sham gap: 5.31 eV
- HOMO: -6.3930 eV
- Spin multiplicity: 1
- LUMO energy: -1.08 eV

Element x y z (Å)
Lu1 0.2010 -1.4997 -0.0201
C1 -2.1874 -1.7665 2.3778
N1 -1.7304 -3.0034 1.7391
C2 -2.9171 -3.7868 1.4080
C3 -0.8893 -3.7697 2.6690
C4 0.5540 -3.2520 2.6720
N2 1.0930 -3.2460 1.3154
C5 1.9218 -4.1958 0.9215
C6 2.4493 -4.1016 -0.4030
F1 1.9113 -3.0981 -1.2105
C7 3.4378 -4.9014 -0.9159
F2 3.9017 -4.6647 -2.1645
C8 3.9709 -5.9491 -0.1838
C9 3.4069 -6.1643 1.0666
F3 3.8348 -7.2252 1.7821
C10 2.4320 -5.3525 1.6037
F4 1.9325 -5.7291 2.8156
H1 -2.8799 -1.9748 3.2132
H2 -2.6997 -1.1563 1.6312
H3 -1.3375 -1.2104 2.7736
H4 -3.5590 -3.9288 2.2899
H5 -2.6362 -4.7678 1.0331
H6 -3.4966 -3.2787 0.6403
H7 -0.8853 -4.8166 2.3503
H8 -1.3016 -3.7274 3.6893
H9 1.1436 -3.8528 3.3686
H10 0.5561 -2.2198 3.0361
H11 4.7515 -6.5767 -0.5716
Se1 -4.9019 -2.6119 -6.0483
N3 -4.2498 -3.7173 -4.8424
C11 -3.1898 -3.1667 -4.2815
C12 -2.4566 -3.7395 -3.1913
C13 -2.7526 -4.9997 -2.6694
C14 -2.0226 -5.4482 -1.5920
C15 -1.0829 -4.5944 -1.0146
N4 -0.8259 -3.3762 -1.4576
C16 -1.4541 -2.9622 -2.5701
C17 -1.0254 -1.7086 -3.1629
N5 0.0503 -1.1023 -2.6329
C18 0.5393 -0.0396 -3.2475
C19 -0.0224 0.5227 -4.3951
C20 -1.1605 -0.0479 -4.9168
C21 -1.6790 -1.1941 -4.3058
C22 -2.8344 -1.8821 -4.7997
N6 -3.6350 -1.4138 -5.7415
H12 -3.5409 -5.5844 -3.1189
H13 -2.1984 -6.4255 -1.1723
H14 -0.5050 -4.9081 -0.1555
H15 1.4318 0.3833 -2.8101
H16 0.4307 1.3846 -4.8593
H17 -1.6330 0.3354 -5.8084
C23 -0.7401 7.8817 -1.4957
O1 0.0502 8.3282 -0.4248
C24 0.0799 7.5740 0.7142
C25 -0.6694 6.4209 0.9268
C26 -0.5497 5.7167 2.1065
C27 0.3307 6.1419 3.1082
C28 1.0428 7.3321 2.9064
C29 0.9311 8.0250 1.7260
N7 0.3882 5.5719 4.3581
N8 0.3269 4.3792 4.6846
C30 0.4890 3.2717 3.9209
C31 1.1141 3.2174 2.6639
C32 1.2337 2.0433 1.9657
C33 0.6955 0.8204 2.4356
O2 0.6831 -0.2474 1.7428
C34 0.1711 0.8361 3.7933
N9 -0.1810 -0.3445 4.3230
C35 -0.6036 -0.3909 5.5590
C36 -0.7451 0.7415 6.3688
C37 -0.4123 1.9636 5.8412
C38 0.0815 2.0402 4.5263
H18 -0.6044 8.6169 -2.2853
H19 -1.8005 7.8372 -1.2288
H20 -0.4189 6.8987 -1.8564
H21 -1.3579 6.0616 0.1788
H22 -1.1449 4.8274 2.2595
H23 1.7026 7.6735 3.6885
H24 1.4851 8.9361 1.5666
H25 1.5361 4.1233 2.2459
H26 1.7170 2.0232 0.9989
H27 -0.8354 -1.3764 5.9386
H28 -1.1070 0.6441 7.3813
H29 -0.4802 2.8746 6.4152
O3 0.3200 1.1496 -0.7503
S1 -1.1243 1.1450 -0.3488
N10 -1.6667 -0.2212 -0.2199
N11 2.3539 -0.6280 -0.4901
C39 3.3712 -0.1337 -0.7237
N12 4.5416 0.3324 -0.9986
C40 5.6727 -0.5739 -0.9731
C41 6.7065 -0.0921 0.0495
C42 6.7442 1.4427 0.0901
C43 6.2590 2.0279 -1.2336
C44 4.7719 1.7147 -1.3837
H30 6.1057 -0.6155 -1.9789
H31 5.3095 -1.5688 -0.7143
H32 7.6808 -0.4904 -0.2315
H33 6.4645 -0.4806 1.0390
H34 7.7524 1.7898 0.3083
H35 6.0945 1.8118 0.8857
H36 6.8313 1.6069 -2.0625
H37 6.4048 3.1081 -1.2514
H38 4.4394 1.8763 -2.4176
H39 4.1890 2.3714 -0.7283
C45 -6.6748 1.1990 -1.4928
N13 -6.1191 -0.1004 -1.8195
C46 -4.7837 -0.3437 -1.9293
S2 -4.1628 -1.7548 -1.3301
N14 -4.0025 0.5504 -2.5787
C47 -4.4351 1.3198 -3.7248
H40 -6.6134 1.3951 -0.4181
H41 -7.7222 1.2173 -1.7906
H42 -6.1351 1.9869 -2.0079
H43 -6.5897 -0.8683 -1.3551
H44 -3.0149 0.3424 -2.5180
H45 -4.4354 2.3919 -3.5114
H46 -5.4374 1.0061 -4.0131
H47 -3.7642 1.1356 -4.5639



# 2
DFT (ωB97M-V with the def2-TZVPD basis set) results for C47H47N4NaO2P2Te as an isolated structure.

- Kohn-Sham gap (alpha / beta): 2.77 / 4.97 eV
- Charge: -1
- ΔE to the lowest compared entry with this formula, charge and spin: 58.20 kcal/mol
- HOMO (alpha / beta): -1.3065 / -3.5080 eV
- Spin multiplicity: 2
- LUMO energy (alpha / beta): 1.46 / 1.46 eV

Element x y z (Å)
Na1 -0.0965 0.1797 -0.0496
C1 -1.6331 2.3614 1.1233
C2 -1.1755 3.2902 0.0894
C3 -0.0466 4.0129 0.1813
C4 0.9227 3.7634 1.2368
C5 0.7156 2.7808 2.1281
C6 -0.5619 2.0942 2.2552
H1 -3.6246 1.7341 0.8324
H2 -1.7949 3.3642 -0.8002
H3 0.2112 4.7126 -0.6064
H4 1.8747 4.2801 1.2052
H5 1.5265 2.4559 2.7705
H6 -0.5812 1.1178 2.7214
Te1 -1.2846 -3.5494 3.0723
C7 -2.1923 -5.3842 2.5037
C8 -1.5575 -6.2584 1.6252
C9 -2.2004 -7.4262 1.2533
N1 -3.4052 -7.7913 1.6955
C10 -3.9981 -6.9553 2.5415
C11 -3.4449 -5.7569 2.9692
C12 -1.0446 -2.6420 1.2200
P1 -2.2433 -1.4971 0.5332
C13 -2.5755 -0.0378 1.4745
C14 -2.6338 1.2701 0.7135
C15 -1.8094 2.9155 2.5107
C16 -2.8329 2.4156 3.4457
C17 -3.2103 1.0960 3.6263
C18 -2.9527 -0.0332 2.8319
C19 -3.7692 -2.5283 0.5261
C20 -3.7507 -3.8051 -0.0349
C21 -4.9054 -4.5586 -0.1421
C22 -6.1156 -4.0494 0.3186
C23 -6.1503 -2.7796 0.8760
C24 -4.9891 -2.0234 0.9712
P2 0.5419 -2.5234 0.5205
C25 1.2116 -4.2331 0.3766
C26 1.9569 -4.8921 1.3492
C27 2.3102 -6.2267 1.1948
C28 1.9260 -6.9263 0.0601
C29 1.1838 -6.2802 -0.9219
C30 0.8336 -4.9503 -0.7589
C31 1.7099 -1.7980 1.7551
C32 3.0910 -1.8159 1.5495
C33 3.9507 -1.1461 2.4002
C34 3.4428 -0.4228 3.4760
C35 2.0748 -0.3830 3.6824
C36 1.2168 -1.0666 2.8288
H7 -0.5801 -6.0291 1.2227
H8 -1.7133 -8.1105 0.5641
H9 -4.9864 -7.2430 2.8886
H10 -4.0075 -5.1115 3.6318
H11 -2.5096 1.0576 -0.3547
H12 -1.6060 3.9809 2.5764
H13 -3.2170 3.1539 4.1388
H14 -3.7846 0.9131 4.5334
H15 -3.1241 -1.0025 3.2954
H16 -2.8018 -4.2187 -0.3606
H17 -4.8587 -5.5577 -0.5597
H18 -7.0184 -4.6447 0.2520
H19 -7.0854 -2.3744 1.2464
H20 -5.0077 -1.0325 1.4110
H21 2.2456 -4.3665 2.2514
H22 2.8736 -6.7238 1.9750
H23 2.1952 -7.9687 -0.0565
H24 0.8696 -6.8162 -1.8095
H25 0.2311 -4.4572 -1.5158
H26 3.4982 -2.3669 0.7072
H27 5.0198 -1.1809 2.2260
H28 4.1129 0.1072 4.1420
H29 1.6625 0.1815 4.5108
H30 0.1429 -1.0117 2.9829
O1 1.8582 0.8089 -0.2477
N2 2.4936 0.9863 -1.3452
C37 3.1884 2.1348 -1.5409
C38 3.8608 2.3516 -2.7214
C39 3.8307 1.3894 -3.7222
C40 3.1201 0.2163 -3.4979
C41 2.4605 0.0265 -2.3051
H31 3.1307 2.8143 -0.7047
H32 4.3987 3.2813 -2.8393
H33 4.3529 1.5481 -4.6552
H34 3.0666 -0.5722 -4.2353
H35 1.8849 -0.8457 -2.0255
C42 0.1045 2.7002 -3.6420
N3 -0.7450 1.6264 -4.1072
C43 -0.9962 1.5575 -5.5292
C44 -2.2616 0.7634 -5.7732
C45 -2.0910 -0.6147 -5.1701
N4 -1.6096 -0.5303 -3.8055
C46 -1.7834 -1.7289 -3.0020
C47 -0.9792 0.5530 -3.2781
O2 -0.6254 0.5757 -2.1005
H36 -0.3538 3.6662 -3.8713
H37 1.0882 2.6611 -4.1255
H38 0.2278 2.6275 -2.5660
H39 -0.1468 1.0974 -6.0577
H40 -1.0912 2.5784 -5.9061
H41 -2.4793 0.6861 -6.8389
H42 -3.0966 1.2751 -5.2900
H43 -1.3970 -1.2163 -5.7742
H44 -3.0440 -1.1508 -5.1571
H45 -2.8430 -1.9067 -2.8018
H46 -1.2929 -1.6197 -2.0377
H47 -1.3749 -2.5851 -3.5470



# 3
DFT (ωB97M-V with the def2-TZVPD basis set) results for C47H47N6O7Ta as an isolated structure.

- Kohn-Sham gap (alpha / beta): 2.76 / 2.70 eV
- Charge: +2
- ΔE to the lowest compared entry with this formula, charge and spin: 155.40 kcal/mol
- HOMO (alpha / beta): -12.2287 / -12.2149 eV
- Spin multiplicity: 1
- LUMO energy (alpha / beta): -9.47 / -9.52 eV

Element x y z (Å)
Ta1 0.5837 -0.7947 -0.8015
C1 3.9587 2.4299 3.0204
C2 3.9498 0.9805 2.4651
C3 2.8319 0.0079 2.8565
C4 4.3745 0.7996 1.0279
C5 5.6561 1.3606 0.9203
C6 6.4761 1.0080 -0.0871
C7 6.1242 -0.2308 -0.7109
C8 4.7513 -0.5797 -0.9060
C9 4.5576 -1.2989 -2.1849
C10 5.4048 -2.5401 -2.3569
C11 4.9793 -0.3556 -3.3772
C12 3.8200 0.0762 -0.0838
N1 2.5002 0.1273 -0.5287
C13 1.8666 1.0934 -1.2135
C14 -1.8579 0.9416 0.1350
N2 -2.8009 0.0275 0.3204
C15 -4.1305 0.2657 0.4394
C16 -5.0048 0.6005 -0.6204
C17 -6.2053 1.2079 -0.2391
C18 -6.4296 1.5863 1.0804
C19 -5.7460 1.0323 2.1432
C20 -4.6601 0.2436 1.7638
C21 -4.0041 -0.6579 2.8028
C22 -2.7343 -0.0334 3.4296
C23 -3.9073 -2.1512 2.4656
C24 -4.7133 0.2808 -2.0261
C25 -4.9247 1.4249 -3.0470
C26 -5.4132 -0.9870 -2.4883
C27 -1.9759 2.4022 -0.1014
C28 -3.0810 3.1944 0.1636
C29 -2.9876 4.5214 0.4322
C30 -1.7556 5.1807 0.6679
C31 -0.5706 4.4402 0.7618
C32 0.6494 5.0352 1.0809
C33 1.9327 4.4048 0.8787
C34 2.3636 3.2711 0.2571
C35 1.4671 2.3516 -0.5448
C36 -0.6269 3.0514 0.0416
H1 4.8597 2.4735 3.6419
H2 3.1200 2.6259 3.7232
H3 3.9741 3.2060 2.3078
H4 4.8292 0.5991 3.0564
H5 2.3519 0.4468 3.7486
H6 3.1470 -1.0004 3.0441
H7 2.0727 -0.0378 2.1075
H8 5.9461 2.0863 1.6560
H9 7.2326 1.7017 -0.4092
H10 6.8648 -0.9063 -1.2376
H11 3.4888 -1.4498 -2.3770
H12 6.4017 -2.2992 -2.8141
H13 4.9716 -3.3080 -2.9503
H14 5.6271 -2.9283 -1.3233
H15 6.0488 -0.1645 -3.4009
H16 4.5525 0.6650 -3.3593
H17 4.6349 -0.8208 -4.3087
H18 -6.9082 1.4725 -1.0682
H19 -7.2925 2.2226 1.3107
H20 -5.9964 1.2158 3.1600
H21 -4.7007 -0.6062 3.6760
H22 -1.8925 -0.1833 2.7576
H23 -2.5219 -0.5651 4.3669
H24 -2.9007 1.0240 3.7287
H25 -3.2647 -2.3831 1.5961
H26 -4.9497 -2.5083 2.2852
H27 -3.6758 -2.6714 3.4630
H28 -3.6151 -0.0309 -2.0477
H29 -5.8856 1.2319 -3.5280
H30 -4.2451 1.4880 -3.8946
H31 -4.9311 2.4559 -2.5831
H32 -6.4659 -0.8057 -2.7517
H33 -5.4442 -1.7389 -1.6342
H34 -4.9669 -1.4175 -3.4311
H35 -4.0360 2.7083 0.1056
H36 -3.9009 5.1269 0.4760
H37 -1.8240 6.2757 0.7821
H38 0.7413 6.0825 1.3472
H39 2.7500 4.9933 1.3369
H40 3.3963 3.0613 0.5533
C37 0.3854 3.2363 -1.3348
C38 -0.1843 2.7239 -2.5953
C39 0.0927 1.4023 -2.9047
N3 0.9760 0.6124 -2.1679
C40 -0.4346 0.6282 0.4332
C41 0.3212 1.9283 0.5907
H41 0.6662 4.2797 -1.3444
H42 -0.8736 3.3436 -3.1801
H43 -0.3495 0.8266 -3.7248
H44 -0.4261 -0.1472 1.2247
H45 0.7416 1.9852 1.6027
O1 -2.1218 -7.3022 0.5311
N4 -0.8610 -7.4840 0.5373
O2 -0.2296 -8.5402 0.6213
C42 -0.1432 -6.2645 0.2875
C43 -0.9084 -5.3250 -0.4574
C44 -0.4347 -4.0827 -0.8602
C45 0.9248 -3.7732 -0.4234
O3 1.4719 -2.5831 -0.5196
C46 1.7186 -4.9134 -0.0494
C47 1.2102 -6.0848 0.5473
N5 3.1373 -4.7979 -0.3194
O4 3.7170 -3.7197 -0.3297
O5 3.7532 -5.8786 -0.3065
N6 -1.2476 -3.2843 -1.6341
O6 -0.7758 -1.7994 -1.7822
O7 -2.4102 -3.6897 -1.8651
H46 -1.9166 -5.6470 -0.6321
H47 1.8898 -6.7051 1.1070



# 4
DFT (ωB97M-V with the def2-TZVPD basis set) results for C47H48CoF6GeN3O8S2Si as an isolated structure.

- Kohn-Sham gap (alpha / beta): 8.52 / 6.57 eV
- ΔE to the lowest compared entry with this formula, charge and spin: 2.26 kcal/mol
- HOMO (alpha / beta): -8.8376 / -8.8375 eV
- Spin multiplicity: 5
- LUMO energy (alpha / beta): -0.32 / -2.27 eV

Element x y z (Å)
Co1 0.5319 1.9172 -0.0414
C1 3.8802 4.3769 -1.3865
C2 3.2471 3.4784 -0.3681
O1 2.0216 3.4764 -0.2087
N1 4.0619 2.6925 0.3530
C3 3.5689 1.7649 1.3676
C4 3.1988 0.4393 0.7515
C5 4.1382 -0.5691 0.6001
C6 3.7863 -1.7301 -0.0673
C7 2.5017 -1.8485 -0.5695
C8 1.6210 -0.8011 -0.3849
N2 1.9555 0.3142 0.2721
H1 3.2790 5.2793 -1.4708
H2 3.8540 3.8672 -2.3522
H3 4.9091 4.6264 -1.1336
H4 5.0340 2.6515 0.0954
H5 2.6970 2.2165 1.8324
H6 4.3404 1.6425 2.1249
H7 5.1311 -0.4405 1.0111
H8 4.5051 -2.5274 -0.2027
H9 2.1752 -2.7329 -1.0972
H10 0.6146 -0.8370 -0.7824
F1 -1.1616 5.3728 4.0513
C9 -0.9585 4.1792 3.5152
F2 -0.7266 3.2969 4.4826
F3 -2.0471 3.8072 2.8393
S1 0.4717 4.2309 2.3510
O2 0.5812 2.8303 1.9317
O3 1.5753 4.7419 3.0920
N3 0.0113 5.2306 1.2474
S2 -0.6759 4.8653 -0.1179
O4 -0.1199 5.6094 -1.1950
O5 -0.8880 3.4274 -0.3006
C10 -2.4272 5.5027 0.0705
F4 -3.2595 4.5043 0.3293
F5 -2.7873 6.0854 -1.0651
F6 -2.4918 6.3907 1.0559
O6 -2.5175 -0.5566 1.0702
C11 -1.5694 0.1324 1.3851
O7 -0.8321 0.7411 0.4840
C12 -1.1516 0.2346 2.8378
C13 -0.5798 -1.0984 3.3360
Ge1 -1.6744 -2.7284 3.1036
C14 -0.7479 -4.0328 4.2686
C15 -1.3196 -4.5596 5.4240
C16 -0.6292 -5.4762 6.2089
C17 0.6488 -5.8760 5.8490
C18 1.2354 -5.3582 4.7012
C19 0.5388 -4.4478 3.9199
C20 -3.4561 -2.4888 3.8639
C21 -4.5369 -3.2911 3.5052
C22 -5.7720 -3.1348 4.1194
C23 -5.9447 -2.1684 5.0998
C24 -4.8786 -1.3597 5.4652
C25 -3.6441 -1.5230 4.8516
C26 -1.6138 -3.6306 1.3703
C27 -1.0344 -3.0520 0.2464
C28 -0.9689 -3.7379 -0.9585
C29 -1.4981 -5.0167 -1.0560
C30 -2.0713 -5.6117 0.0595
C31 -2.1196 -4.9262 1.2652
H11 -2.0531 0.4866 3.3975
H12 -0.4186 1.0255 2.9617
H13 -0.4034 -1.0374 4.4118
H14 0.3950 -1.2876 2.8744
H15 -2.3180 -4.2508 5.7155
H16 -1.0910 -5.8806 7.1013
H17 1.1861 -6.5926 6.4573
H18 2.2316 -5.6714 4.4132
H19 0.9993 -4.0631 3.0142
H20 -4.4240 -4.0366 2.7272
H21 -6.6023 -3.7670 3.8305
H22 -6.9088 -2.0448 5.5765
H23 -5.0083 -0.6008 6.2266
H24 -2.8164 -0.8920 5.1567
H25 -0.6509 -2.0430 0.3107
H26 -0.5276 -3.2685 -1.8305
H27 -1.4664 -5.5464 -1.9997
H28 -2.4738 -6.6147 -0.0084
H29 -2.5295 -5.4190 2.1403
C32 0.3968 2.6350 -5.8699
C33 0.3811 2.9166 -4.3678
C34 1.4822 3.9195 -4.0108
C35 -0.9902 3.4592 -3.9530
Si1 0.7045 1.3271 -3.3786
O8 0.8796 1.6571 -1.7965
C36 2.3672 0.5710 -3.8703
C37 3.4069 0.5810 -2.9359
C38 4.6514 0.0380 -3.2235
C39 4.8852 -0.5395 -4.4629
C40 3.8662 -0.5702 -5.4044
C41 2.6258 -0.0202 -5.1100
C42 -0.7313 0.1411 -3.6371
C43 -1.7003 0.0775 -2.6279
C44 -2.8220 -0.7314 -2.7482
C45 -3.0002 -1.4931 -3.8940
C46 -2.0530 -1.4461 -4.9076
C47 -0.9305 -0.6399 -4.7787
H30 0.1707 3.5541 -6.4222
H31 -0.3565 1.8942 -6.1505
H32 1.3758 2.2849 -6.2055
H33 1.3094 4.8706 -4.5274
H34 2.4658 3.5493 -4.3171
H35 1.4958 4.1305 -2.9402
H36 -1.1511 4.4508 -4.3908
H37 -1.0724 3.5643 -2.8694
H38 -1.7941 2.8041 -4.2951
H39 3.2213 1.0142 -1.9598
H40 5.4393 0.0572 -2.4783
H41 5.8544 -0.9602 -4.6986
H42 4.0365 -1.0255 -6.3720
H43 1.8540 -0.0490 -5.8688
H44 -1.5848 0.6725 -1.7305
H45 -3.5429 -0.7671 -1.9409
H46 -3.8767 -2.1206 -3.9958
H47 -2.1888 -2.0406 -5.8028
H48 -0.2068 -0.6273 -5.5846



Question: What is the formula in the second record?
Answer: C47H47N4NaO2P2Te



Question: spin multiplicity of number 3 (C47H47N6O7Ta)?
Answer: 1